# 1
Computed, not measured: a cluster of 2 separate species, Br2IOP in total in a non-equilibrium geometry, with ωB97M-V with the def2-TZVPD basis set.

Cartesian coordinates (Å):
O (0.07, 0.37, -0.70)
P (-0.31, 0.31, 0.64)
Br (0.53, 2.13, 1.52)
Br (0.39, -1.63, 1.69)
I (-4.10, -0.47, 0.13)

Output
Lowest unoccupied orbital energy (alpha / beta) ... -3.3 / -3.5 eV
HOMO (alpha / beta) ... -10.49 / -9.95 eV
E_tot ... -159521.503 eV
Max |F| ... 5.87 eV/A
ΔE to the lowest compared entry with this formula, charge and spin ... 227.2 kJ/mol

***

# 2
Computed, not measured: the molecule C4H6N2O in a non-equilibrium geometry, with ωB97M-V with the def2-TZVPD basis set.

Cartesian coordinates (Å):
H (1.38, -1.57, 0.44)
N (2.01, -0.79, 0.48)
C (1.49, 0.34, 0.27)
C (2.58, 1.19, -0.19)
N (3.52, 1.56, -0.75)
O (0.21, 0.73, 0.13)
C (-0.69, -0.37, -0.16)
C (-2.09, 0.13, -0.38)
H (-0.30, -0.87, -1.06)
H (-0.66, -1.09, 0.67)
H (-2.12, 0.89, -1.17)
H (-2.72, -0.71, -0.69)
H (-2.52, 0.56, 0.53)

Output
Lowest unoccupied orbital energy ... 0.6 eV
HOMO ... -10.76 eV
E_tot ... -9271.308 eV
Max |F| ... 1.47 eV/A
ΔE to the lowest compared entry with this formula, charge and spin ... 211.7 kJ/mol